1.
Molecular formula: C39H61F6NO23
Method: DFT, ωB97M-V/def2-TZVPD

The HOMO energy (alpha / beta) comes out at -11.287 / -11.287 eV. The spin multiplicity is 2. The charge is +1.

Geometry (Å):
C 16.47397 39.46807 -8.31688
C 17.92567 39.11453 -8.76627
C 18.67897 40.47456 -9.20299
C 19.04455 41.39205 -8.00653
C 19.94470 40.51675 -7.04671
C 19.33661 39.12431 -6.56821
N 18.78645 38.42372 -7.75062
O 18.26037 37.17730 -7.35695
C 20.51979 38.29512 -5.97472
C 18.36999 39.37763 -5.45274
C 17.68576 38.25740 -10.05208
H 15.94665 38.56811 -8.00047
H 15.84566 39.92619 -9.08073
H 16.48601 40.00212 -7.36675
H 19.59231 40.07575 -9.64442
H 18.11448 40.97295 -9.99106
H 18.16655 41.87923 -7.58242
H 19.52351 42.22443 -8.52212
H 20.10383 41.05092 -6.10999
H 20.96404 40.42612 -7.42200
H 20.21285 37.32475 -5.58450
H 21.16823 38.13314 -6.83576
H 21.18129 38.79123 -5.26452
H 17.54875 40.02466 -5.76100
H 17.84954 38.47509 -5.13237
H 18.84250 39.83990 -4.58605
H 17.20846 37.29504 -9.86725
H 18.61725 37.99371 -10.55296
H 17.20576 38.90837 -10.78280
H 18.73199 36.58405 -7.94621
C 14.45785 36.09454 -2.26696
C 14.90066 36.21441 -0.87511
O 16.07191 36.45947 -0.59077
C 13.67508 36.24068 0.10035
H 15.29196 36.35096 -2.92012
H 13.79558 36.92847 -2.49944
H 14.10902 35.09847 -2.53947
H 13.22787 37.21764 -0.08306
H 14.26821 36.29837 1.01302
H 13.05065 35.34729 0.10790
C 16.84220 33.14314 -1.34038
C 15.64942 32.12738 -1.23874
O 14.84766 31.93788 -2.06764
C 15.59920 31.36181 0.10631
H 16.68334 33.96161 -0.63825
H 16.85602 33.43295 -2.39106
H 17.74998 32.58402 -1.11362
H 14.68518 30.79712 0.29019
H 15.51915 32.18515 0.81610
H 16.52274 30.81948 0.30889
C 15.27857 35.29696 -7.51496
C 16.20625 34.50721 -6.53465
O 16.42560 33.29962 -6.75924
C 16.85684 35.12077 -5.32192
H 14.41529 35.62435 -6.93559
H 14.92507 34.63528 -8.30573
H 15.66437 36.23611 -7.91151
H 16.56115 34.78919 -4.32658
H 16.99304 36.19432 -5.45240
H 17.85812 34.70705 -5.20197
C 17.33398 30.44093 -5.29535
C 18.55437 31.21205 -5.75618
O 19.17818 30.94872 -6.82952
C 19.21188 32.21803 -4.96109
H 17.40757 29.36584 -5.45928
H 16.56030 30.98402 -5.83809
H 17.07977 30.79618 -4.29673
H 18.63181 33.13267 -4.83839
H 20.16341 32.57617 -5.35404
H 19.39833 31.64632 -4.05197
C 19.43158 35.85494 -1.82495
C 20.66509 36.91169 -1.79379
O 21.23074 36.67932 -3.05911
C 20.67040 35.55098 -3.66481
O 21.03599 35.00256 -4.66481
O 19.75589 35.01641 -2.95082
F 21.39271 36.71113 -0.70147
H 18.48569 36.38304 -1.94529
H 19.38455 35.29954 -0.88824
H 20.23754 37.90881 -1.68866
C 12.73888 40.51109 -5.50414
C 14.03170 40.97279 -4.96568
O 14.83149 39.90187 -4.81661
C 14.16445 38.75996 -5.28786
O 14.57564 37.59939 -5.25088
O 12.99130 39.18830 -5.89789
F 13.70215 41.57369 -3.84591
H 12.31426 41.16839 -6.26293
H 11.92461 40.47923 -4.78022
H 14.44841 41.65428 -5.70731
C 19.65795 32.82332 -9.14636
C 19.76150 34.02289 -8.20511
O 19.67020 35.10966 -9.14400
C 19.82978 34.68991 -10.30831
O 20.03519 35.47194 -11.22518
O 20.01358 33.40982 -10.32255
F 20.88698 34.06233 -7.39391
H 18.63277 32.54146 -9.38648
H 20.12083 31.91370 -8.76369
H 18.89948 34.01095 -7.53812
C 12.78782 31.52231 -4.58249
C 13.04551 32.93506 -5.30087
O 12.28981 33.75929 -4.50156
C 11.19709 33.08421 -4.26299
O 10.06058 33.52872 -4.02308
O 11.41236 31.77364 -4.22802
F 12.63349 33.02993 -6.51932
H 13.49158 31.31415 -3.77658
H 12.64219 30.68184 -5.26108
H 14.12982 33.04271 -5.32854
C 13.69336 30.51111 -9.86975
C 14.71710 30.76198 -8.74623
O 15.87333 30.21877 -9.47506
C 15.62923 30.07289 -10.88435
O 16.40575 29.56390 -11.66451
O 14.43718 30.30378 -11.13539
F 14.44746 30.02006 -7.64806
H 13.17093 31.45101 -10.04795
H 13.14342 29.62229 -9.56045
H 14.73845 31.79932 -8.41223
C 11.75139 37.13051 -7.75182
C 12.61602 37.43209 -8.96799
O 12.87590 36.12537 -9.48807
C 11.90483 35.22547 -9.11696
O 11.60769 34.08708 -9.41082
O 11.18477 35.89302 -8.12850
F 13.66918 38.08697 -8.60172
H 11.08657 37.95639 -7.49875
H 12.28340 36.95295 -6.81720
H 11.99585 38.03086 -9.63505

---

2.
Molecular formula: C39H61FNO21P2
Method: DFT, ωB97M-V/def2-TZVPD

The HOMO energy comes out at -10.646 eV. The charge is +1.

Geometry (Å):
C 1.87529 -2.26280 -1.21077
C 1.42311 -1.79529 -2.64454
O 1.93454 -0.49560 -3.01942
C 2.13069 -0.39208 -4.42543
O 1.73572 0.87977 -4.95433
C 2.67511 1.85843 -4.64410
O 3.54774 2.18217 -5.38184
C 2.51811 2.47146 -3.21553
C 1.23539 3.01472 -2.76375
C 1.06992 3.54324 -1.42635
C -0.22388 4.13024 -0.82698
C -1.55103 3.43844 -1.34801
C -1.44831 1.88036 -1.55095
C -0.74397 1.10832 -0.36324
C -2.97064 1.33791 -1.60690
C -3.11858 0.40134 -2.86709
C -3.14711 1.27552 -4.17524
C -4.28217 1.55240 -4.86781
C -4.40435 2.73167 -5.90944
C -5.61090 0.71551 -4.65181
N 2.19930 3.54588 -0.60952
F 2.09952 4.05935 0.63104
C 3.43370 3.08497 -0.97872
C 3.66085 2.50803 -2.29084
P 5.34720 1.84069 -2.76769
P 6.60468 3.38980 -3.64626
O 7.89468 2.85160 -4.12946
O 6.77815 4.65190 -2.51975
O 5.83290 4.06945 -4.96853
H 2.39346 -1.47671 -0.60825
H 0.95096 -2.55936 -0.63600
H 2.50483 -3.19740 -1.23773
H 1.72524 -2.61267 -3.36143
H 0.30079 -1.70503 -2.62390
H 1.45266 -1.15177 -4.91148
H 3.17961 -0.69006 -4.72159
H 0.38318 3.00987 -3.47441
H -0.26446 5.21222 -1.15736
H -0.25787 4.15059 0.28727
H -2.32650 3.60457 -0.54422
H -1.96342 3.97686 -2.25010
H -0.98236 1.60458 -2.53063
H -0.98879 1.51444 0.64915
H 0.36961 1.08953 -0.57641
H -1.06400 0.02835 -0.45490
H -3.18646 0.79077 -0.64409
H -3.64989 2.23988 -1.64991
H -2.19059 -0.23811 -2.91563
H -4.03837 -0.21974 -2.74882
H -2.19174 1.68305 -4.60415
H -5.42942 2.72428 -6.37332
H -4.20206 3.69566 -5.38298
H -3.68499 2.63061 -6.76555
H -6.13738 1.11289 -3.73796
H -6.28489 0.86594 -5.53887
H -5.35374 -0.36701 -4.56129
H 4.26483 3.16121 -0.23325
H 5.97998 1.41507 -1.54994
H 6.43838 5.45164 -2.97544
H 4.90139 4.16882 -4.66944
C 6.17430 -2.85718 -4.31696
C 5.94305 -3.23273 -2.87073
C 7.18792 -3.67505 -2.15348
O 6.66127 -4.53806 -1.14629
C 5.50072 -5.05442 -1.64173
O 4.90550 -5.96090 -1.15776
O 5.11428 -4.39146 -2.77124
H 5.22332 -2.64968 -4.81247
H 6.81260 -1.97556 -4.39945
H 6.63853 -3.67909 -4.86594
H 5.44149 -2.41348 -2.34255
H 7.73496 -2.84435 -1.70795
H 7.86946 -4.25358 -2.78334
C -4.77344 -3.14719 3.13656
C -3.86455 -2.10216 2.53067
C -4.59460 -0.98846 1.83545
O -3.63400 -0.56384 0.86233
C -2.86896 -1.65135 0.57544
O -2.10778 -1.70939 -0.34374
O -3.08450 -2.65270 1.46004
H -4.18839 -3.97643 3.52877
H -5.37221 -2.72511 3.94531
H -5.44310 -3.56640 2.38640
H -3.17255 -1.71855 3.28803
H -4.85548 -0.17241 2.50864
H -5.49469 -1.31845 1.31002
C 9.59726 5.72793 -2.93179
C 11.06808 5.82630 -3.26121
C 11.90885 4.75894 -2.61776
O 13.18050 5.39744 -2.51753
C 12.93963 6.73579 -2.42284
O 13.75384 7.54714 -2.12213
O 11.63809 7.01896 -2.71534
H 9.05828 6.58827 -3.33638
H 9.15868 4.82031 -3.33362
H 9.43928 5.74116 -1.85056
H 11.21078 5.85084 -4.34638
H 11.97405 3.85407 -3.22139
H 11.57563 4.49284 -1.61009
C -8.90511 -3.50695 6.35107
C -8.47318 -4.69028 5.51699
C -7.83223 -5.79104 6.31206
O -6.98150 -6.40696 5.34058
C -6.65018 -5.44239 4.44551
O -5.79464 -5.55101 3.62077
O -7.42038 -4.32942 4.61427
H -9.26343 -2.69901 5.70940
H -9.70068 -3.78518 7.04373
H -8.06487 -3.10428 6.92262
H -9.31466 -5.05939 4.92197
H -8.55655 -6.50409 6.70276
H -7.21175 -5.42853 7.13403
C -5.30662 -1.83424 10.43741
C -6.70347 -2.36203 10.20609
C -7.43672 -2.72009 11.46853
O -8.34316 -3.72552 11.01424
C -7.75649 -4.32545 9.94509
O -8.13733 -5.33830 9.44701
O -6.67240 -3.61800 9.51957
H -4.78996 -1.69453 9.48588
H -5.33024 -0.88106 10.96783
H -4.71078 -2.54414 11.01534
H -7.27632 -1.65756 9.59395
H -7.97505 -1.87499 11.89637
H -6.79206 -3.15790 12.23576

---

3.
Molecular formula: C39H61FeN9O7PS
Method: DFT, ωB97M-V/def2-TZVPD

The HOMO energy (alpha / beta) comes out at -9.213 / -9.247 eV. The charge is +1.

Geometry (Å):
Fe -0.19180 -0.18750 0.67575
C 4.06049 2.12830 2.68552
O 4.16259 1.43338 1.46093
C 3.92450 0.07040 1.57480
C 4.99680 -0.77886 1.39604
C 4.83836 -2.16026 1.46821
C 3.58063 -2.66032 1.72702
C 2.47526 -1.81620 1.85804
C 1.17170 -2.39443 2.13002
N 0.09974 -1.76122 1.84132
N -1.05251 -2.20567 2.48335
C -1.89827 -1.21937 2.51866
O -1.66386 -0.06028 1.98847
C -3.18611 -1.42442 3.22667
C -3.96929 -0.33058 3.57924
C -5.18421 -0.51633 4.22117
C -5.62898 -1.80008 4.50474
C -4.85218 -2.89557 4.15089
C -3.63332 -2.71060 3.51823
C 2.60266 -0.39886 1.78451
O 1.59600 0.42945 1.90275
H 4.40033 3.14877 2.50820
H 3.02290 2.12795 3.03411
H 4.69508 1.67024 3.45075
H 5.96775 -0.33864 1.20178
H 5.68539 -2.81879 1.33804
H 3.42765 -3.73088 1.80448
H 1.09212 -3.32066 2.69815
H -3.62405 0.66655 3.33633
H -5.78936 0.33887 4.49313
H -6.58098 -1.94667 4.99769
H -5.19894 -3.89738 4.36743
H -3.01693 -3.55498 3.24135
C 1.75004 3.18715 -6.14979
C 2.32757 1.78468 -6.23574
S 2.40920 0.94599 -4.67058
O 2.81062 -0.41417 -4.91224
O 1.18488 1.20901 -3.94572
C 3.72996 1.77054 -3.78625
C 4.25402 0.94697 -2.59963
N 3.23293 0.19159 -1.88192
C 2.22665 0.73172 -1.15234
N 1.39135 -0.20489 -0.72774
C 1.87712 -1.39350 -1.18313
C 3.00107 -1.16909 -1.89955
N 3.86056 -2.17131 -2.45049
O 3.39024 -3.28536 -2.53344
O 4.99233 -1.85821 -2.77371
C 2.17671 2.18104 -0.82979
H 1.60194 3.57962 -7.15452
H 2.41976 3.86792 -5.62358
H 0.79023 3.17656 -5.63675
H 3.33753 1.76241 -6.64645
H 1.71326 1.11301 -6.83928
H 3.33711 2.74079 -3.48430
H 4.54758 1.92604 -4.49050
H 4.73355 1.62205 -1.89153
H 4.99508 0.23212 -2.93715
H 1.44797 -2.33880 -0.91528
H 3.16871 2.53343 -0.55551
H 1.51310 2.31777 0.01802
H 1.79964 2.77073 -1.66761
N -1.90013 2.13767 0.45202
C -2.59799 2.96784 -0.33189
C -2.04545 2.88978 -1.59483
C -1.01186 1.95397 -1.47295
N -0.93588 1.50068 -0.22368
H -2.05265 1.82881 1.40626
H -3.42039 3.54481 0.05486
H -2.34896 3.42539 -2.47633
H -0.33699 1.58949 -2.23018
C -1.47080 -4.20212 -0.18850
C -2.46848 -3.31396 -0.93541
C -2.95021 -4.04925 -2.19132
P -1.86831 -1.55963 -1.12871
C -3.47888 -0.61730 -1.28677
C -4.56733 -1.17774 -2.20767
C -4.13386 -0.39791 0.07914
C -1.03566 -1.35678 -2.79736
C -1.84535 -0.84802 -3.98840
C -0.25376 -2.59754 -3.24907
H -1.90668 -5.19355 -0.04241
H -1.21241 -3.79652 0.78676
H -0.55413 -4.33914 -0.76660
H -3.33278 -3.16553 -0.27485
H -2.10750 -4.45687 -2.74594
H -3.53684 -3.43498 -2.86785
H -3.56995 -4.89766 -1.89077
H -3.16832 0.35778 -1.67577
H -4.96034 -2.11550 -1.81321
H -4.25181 -1.34113 -3.23188
H -5.40170 -0.47136 -2.22871
H -4.59755 -1.31960 0.44141
H -4.93308 0.34288 -0.01328
H -3.43402 -0.06050 0.83209
H -0.31257 -0.57130 -2.57031
H -2.58051 -1.57786 -4.32579
H -1.15471 -0.67374 -4.81707
H -2.35378 0.09500 -3.78186
H -0.89166 -3.24413 -3.84976
H 0.13890 -3.20205 -2.43630
H 0.58880 -2.29839 -3.87639
N 0.80119 3.31688 5.51983
C 0.80371 1.83158 5.22119
C -0.23674 1.56396 4.14660
N -0.03072 2.36731 2.96185
C 0.01996 3.78042 3.23404
C 1.06345 4.14892 4.28801
H 1.48109 3.53608 6.24763
H -0.12012 3.56432 5.88980
H 0.60172 1.31362 6.15788
H 1.80465 1.58332 4.86903
H -1.24111 1.74660 4.55151
H -0.18462 0.51424 3.86366
H 0.77337 1.99850 2.44840
H -0.96474 4.11691 3.58639
H 0.23212 4.33606 2.32043
H 1.03467 5.19663 4.58605
H 2.06782 3.88942 3.95571

---

4.
Molecular formula: C39H64IN3OPS3V
Method: DFT, ωB97M-V/def2-TZVPD

The HOMO energy (alpha / beta) comes out at -9.248 / -9.935 eV. The spin multiplicity is 4. The charge is +1.

Geometry (Å):
V 0.29312 -1.41948 0.09997
I 0.59215 -1.03465 2.79690
C 2.67952 -1.02266 2.58228
C 3.43707 -0.89645 3.70738
C 4.84405 -0.86470 3.57924
C 5.41402 -0.96325 2.34542
C 4.62176 -1.09831 1.17626
C 5.22438 -1.20428 -0.10152
C 4.44298 -1.34157 -1.20963
C 3.03441 -1.37970 -1.09302
C 2.36828 -1.26129 0.10807
C 3.20692 -1.12917 1.26590
H 2.98160 -0.81920 4.68532
H 5.45517 -0.76182 4.46524
H 6.49153 -0.94166 2.23772
H 6.30425 -1.17995 -0.17622
H 4.90366 -1.43163 -2.18611
H 2.47228 -1.51030 -2.01749
C -3.36246 -2.97601 -3.93121
C -1.88839 -2.68884 -4.20004
S -0.94893 -1.88261 -2.88290
C -1.94313 -0.44010 -2.51469
C -3.10819 -0.52715 -1.52608
S -2.85001 -1.63712 -0.12389
C -4.35834 -2.64821 -0.16473
C -4.85704 -3.18095 -1.50845
S -3.67700 -4.09079 -2.53417
H -3.78070 -3.42994 -4.83102
H -3.90569 -2.04418 -3.77609
H -1.81845 -2.06232 -5.09270
H -1.34478 -3.60884 -4.41920
H -2.30754 -0.02489 -3.45752
H -1.22943 0.27423 -2.11708
H -4.02252 -0.83428 -2.02505
H -3.28971 0.47986 -1.14584
H -5.16999 -2.07871 0.29286
H -4.14700 -3.47652 0.51378
H -5.29525 -2.38602 -2.11115
H -5.68533 -3.85662 -1.28614
O 0.04856 0.75625 -0.20779
P -0.07378 2.27125 -0.03716
C 1.06068 2.87852 1.26646
C 2.37832 2.09690 1.29779
C 3.47646 2.62160 0.38556
C 3.75518 4.09009 0.66706
C 2.48564 4.91782 0.50963
C 1.34156 4.39421 1.37929
C 0.40439 3.12162 -1.60068
C 0.01451 4.60510 -1.77550
C -1.35322 4.84805 -2.40785
C -1.50495 4.08812 -3.71638
C -1.26301 2.60524 -3.48430
C 0.12712 2.35789 -2.90542
C -1.80031 2.67378 0.44034
C -2.11265 4.06736 1.02529
C -1.94499 4.19024 2.53833
C -2.71230 3.10667 3.28058
C -2.25184 1.73601 2.81020
C -2.44478 1.57518 1.30754
H 0.50101 2.58547 2.16357
H 2.17396 1.06138 1.06519
H 2.74553 2.13158 2.32952
H 3.20500 2.47896 -0.66567
H 4.37506 2.01885 0.53617
H 4.53981 4.47210 0.01152
H 4.12925 4.19201 1.69178
H 2.20205 4.94478 -0.54540
H 2.67671 5.95615 0.79101
H 0.44054 4.98873 1.22826
H 1.62562 4.56225 2.42447
H 1.49211 3.10043 -1.47515
H 0.76674 5.04018 -2.44223
H 0.10797 5.15670 -0.84027
H -1.47305 5.92059 -2.57567
H -2.15771 4.55805 -1.72610
H -0.77908 4.46429 -4.44536
H -2.49444 4.25613 -4.14471
H -1.37039 2.04902 -4.41893
H -2.03761 2.22868 -2.80756
H 0.85471 2.72752 -3.63595
H 0.34572 1.29698 -2.77783
H -2.28907 2.62211 -0.54283
H -3.16536 4.26675 0.79434
H -1.55102 4.85072 0.51943
H -2.28742 5.18130 2.84414
H -0.89025 4.13504 2.82112
H -3.78485 3.21661 3.08579
H -2.57907 3.21205 4.35828
H -2.80625 0.94496 3.32103
H -1.20092 1.59090 3.08084
H -3.52173 1.60487 1.10451
H -2.09952 0.59527 0.98653
C 1.03146 -5.32137 2.98467
N 1.27321 -4.82793 1.64178
C 2.58758 -4.26207 1.43044
C 0.25206 -4.64065 0.75573
N 0.12534 -3.54849 0.03712
N -0.62122 -5.68514 0.66327
C -0.20361 -7.06729 0.84084
C -1.86883 -5.51935 -0.03821
H 1.14267 -4.50553 3.70641
H 1.74812 -6.10521 3.24013
H 0.02788 -5.72588 3.07261
H 3.33545 -5.05024 1.55634
H 2.80462 -3.47523 2.15246
H 2.65950 -3.85056 0.42894
H -0.49658 -3.72909 -0.74847
H 0.85117 -7.11300 1.08885
H -0.36395 -7.61795 -0.08951
H -0.77943 -7.55354 1.63104
H -2.28111 -4.53231 0.15703
H -2.57372 -6.27900 0.29891
H -1.75255 -5.62340 -1.12162